#A
C5H7Br | wB97M-V/def2-TZVPD

XYZ file:
```
13
C5H7Br wB97M-V/def2-TZVPD
C 0.00056 1.82993 -0.01386
C 1.06774 1.16572 0.89431
C 0.53446 1.21925 -1.04577
C 1.59068 0.48904 -0.11784
C -1.46620 -1.86913 0.10958
Br 3.02807 -0.70633 -0.03915
H -0.72289 2.62667 0.04134
H 1.59852 1.34804 1.85610
H -0.72290 -1.09538 -0.04783
H 0.33280 1.29502 -2.12993
H -1.43770 -2.73890 -0.50327
H -2.38564 -1.36771 -0.09779
H -1.41751 -2.19623 1.09409
```

Summary:
**Orbital gap**: 8.19 eV
**LUMO level**: 0.13 eV

---

#B
C5H7Br | wB97M-V/def2-TZVPD

XYZ file:
```
13
C5H7Br wB97M-V/def2-TZVPD
C -2.40943 -0.58695 -1.16751
C -1.24726 -0.60253 -0.91087
C 0.17036 -0.43702 -0.38552
C 0.31298 -0.89838 1.03851
C 0.71785 0.92970 -0.74116
Br 1.05556 -1.82909 -1.58384
H -3.33065 -0.51603 -1.59994
H 1.30501 -1.09759 1.20560
H 0.05500 -0.25475 1.88231
H -0.33460 -1.78836 1.05875
H 1.77343 0.79405 -0.80557
H 0.27688 1.09066 -1.71831
H 0.54753 1.71979 -0.05870
```

Summary:
**Orbital gap**: 10.48 eV
**LUMO level**: 0.73 eV
**SMILES string**: C#CC(C)(C)Br

---

#B is preferred energetically. Next in line: 2.060 eV higher.

---

#A
CH6N4O2 | wB97M-V/def2-TZVPD

XYZ file:
```
13
CH6N4O2 wB97M-V/def2-TZVPD
C -0.45892 -0.31054 0.96290
N -1.24825 -0.44292 2.13268
N -0.09508 0.87069 0.72263
N 1.41928 0.55903 -1.18983
N 0.70409 1.38112 -0.36638
O 0.56598 -0.29342 -1.99154
O -0.36727 -1.38042 0.17838
H -1.53966 0.41528 2.52502
H -1.85415 -1.18494 1.88913
H 0.39346 0.20685 -2.75585
H 2.07588 -0.33264 -0.54225
H 0.14690 1.94254 -1.00893
H 0.25774 -1.43062 -0.55596
```

Summary:
**Orbital gap**: 9.11 eV
**LUMO level**: 0.66 eV

---

#B
CH6N4O2 | wB97M-V/def2-TZVPD

XYZ file:
```
13
CH6N4O2 wB97M-V/def2-TZVPD
N -0.62608 -0.52946 -0.93400
N 1.14456 0.26401 0.26029
C 0.11919 -0.58538 0.31566
N -1.87675 -0.84928 -0.81447
N 2.12875 0.23228 1.25574
O -0.15189 1.07864 -1.60739
O -0.29694 -1.21771 1.27804
H -0.71752 1.73810 -1.17714
H 0.98014 0.95682 -0.61843
H -2.35333 -1.10226 -1.67068
H -2.38607 -0.57775 0.02817
H 2.10114 1.11016 1.76483
H 1.93479 -0.51816 1.91938
```

Summary:
**Orbital gap (alpha / beta)**: 8.70 / 8.70 eV
**LUMO level (alpha / beta)**: 0.16 / 0.16 eV

---

#B is preferred energetically. Next in line: 0.742 eV higher.

---

#A
CH2FNO2 | wB97M-V/def2-TZVPD

XYZ file:
```
7
CH2FNO2 wB97M-V/def2-TZVPD
C 0.47187 0.23599 0.01544
N -0.93158 0.02980 -0.08303
O -1.45416 -0.80488 -0.75627
O -1.37654 0.89652 0.60278
F 1.43244 -1.54172 -0.20402
H 1.10192 0.71261 -0.65636
H 0.75605 0.47168 1.08147
```

Summary:
**Orbital gap (alpha / beta)**: 10.31 / 10.30 eV
**LUMO level (alpha / beta)**: -1.94 / -1.95 eV

---

#B
CH2FNO2 | wB97M-V/def2-TZVPD

XYZ file:
```
7
CH2FNO2 wB97M-V/def2-TZVPD
C -0.88482 -0.19192 0.12518
N 1.04648 0.26508 -0.10266
O 1.28881 1.42573 -0.32434
O 1.74586 -0.74291 0.02337
F -0.87115 -1.41827 -0.31822
H -0.89676 0.06925 1.15938
H -1.42843 0.59303 -0.56271
```

Summary:
**Orbital gap**: 10.24 eV
**LUMO level**: 0.28 eV

---

#C
CH2FNO2 | wB97M-V/def2-TZVPD

XYZ file:
```
7
CH2FNO2 wB97M-V/def2-TZVPD
C -0.40698 1.29721 0.78459
N -2.55279 0.11911 0.10267
O -2.45251 -1.06238 0.01520
O -3.31998 1.02520 -0.10636
F 0.43648 0.83817 -0.07846
H -0.69102 2.40410 0.65233
H -0.21669 0.77942 1.72126
```

Summary:
**Orbital gap (alpha / beta)**: 8.05 / 9.88 eV
**LUMO level (alpha / beta)**: -0.75 / 0.27 eV

---

#B is preferred energetically. Next in line: 1.271 eV higher.

---

#A
C3H3ClN2 | wB97M-V/def2-TZVPD

XYZ file:
```
9
C3H3ClN2 wB97M-V/def2-TZVPD
Cl 0.23577 -0.19992 -2.62117
C 0.23056 0.14375 -0.95133
C -1.05086 0.35243 -0.36419
N -1.11610 0.21609 0.92954
N 0.20655 -0.05308 1.23666
C 1.08434 -0.27431 0.11691
H -1.99978 0.69256 -0.86816
H 0.35307 -0.33326 2.18267
H 2.05645 -0.54426 0.33908
```

Summary:
**Orbital gap**: 10.10 eV
**LUMO level**: 0.93 eV
**SMILES string**: Clc1cn[nH]c1

---

#B
C3H3ClN2 | wB97M-V/def2-TZVPD

XYZ file:
```
9
C3H3ClN2 wB97M-V/def2-TZVPD
Cl -3.12070 0.82374 -0.00562
C -2.21980 -0.58839 0.14862
N -1.78108 -1.49216 0.88686
N -1.47046 -1.42360 -0.58934
H -0.61086 -1.14941 -0.95324
C 0.72059 0.11628 0.38638
C 0.13647 1.17400 0.29138
H 0.85004 -0.84660 0.78623
H 0.09621 2.15874 -0.07483
```

Summary:
**Orbital gap**: 9.56 eV
**LUMO level**: 0.64 eV
**SMILES string**: ClC1=NN1.C#C

---

#A is preferred energetically. Next in line: 4.982 eV higher.

---

#A
CH5NO | wB97M-V/def2-TZVPD

XYZ file:
```
8
CH5NO wB97M-V/def2-TZVPD
C 0.55798 -0.70392 -1.80402
O 1.62693 -0.85861 -2.47025
H 0.16631 -1.50555 -1.10925
H -0.00890 0.25165 -1.77384
N -0.80075 0.93197 1.88207
H 0.20600 1.13451 2.09794
H -0.66127 0.74365 0.96162
H -1.08630 0.00630 2.21573
```

Summary:
**Orbital gap**: 10.76 eV
**LUMO level**: 0.18 eV
**SMILES string**: C=O.N

---

#B
CH5NO | wB97M-V/def2-TZVPD

XYZ file:
```
8
CH5NO wB97M-V/def2-TZVPD
N -2.79651 0.19248 -0.21451
O -1.75801 -0.41578 -0.07901
H -3.28439 0.21870 0.71560
C 1.55113 0.00654 -0.06466
H 1.11931 -0.31657 -1.03732
H 2.22878 0.85302 -0.26443
H 2.18115 -0.80649 0.31676
H 0.75854 0.26809 0.62757
```

Summary:
**Orbital gap**: 9.34 eV
**LUMO level**: -0.43 eV
**SMILES string**: N=O.C

---

#A is preferred energetically. Next in line: 1.519 eV higher.

---

#A
CH2O3S2 | wB97M-V/def2-TZVPD

XYZ file:
```
8
CH2O3S2 wB97M-V/def2-TZVPD
C -0.28366 -0.27005 -0.11472
O 0.30571 -0.68704 1.07806
O 1.97400 0.87917 -0.17780
O -1.14734 -1.17976 -0.74519
S -0.87572 1.39324 -0.10225
S 1.48236 -0.49069 -0.07972
H -1.98690 -1.35456 -0.17516
H 0.53154 1.70968 0.31677
```

Summary:
**Orbital gap**: 9.57 eV
**LUMO level**: 0.01 eV

---

#B
CH2O3S2 | wB97M-V/def2-TZVPD

XYZ file:
```
8
CH2O3S2 wB97M-V/def2-TZVPD
C -0.35589 -0.25872 0.28312
O 2.53755 0.35512 -1.05476
O 0.32859 -0.87714 -0.78514
O 0.59054 0.16853 1.14643
S -1.40380 1.19388 -0.22560
S 1.89852 -0.64782 -0.30645
H -0.98399 -0.97216 0.62964
H -2.61153 1.03831 0.31274
```

Summary:
**Orbital gap (alpha / beta)**: 7.75 / 7.75 eV
**LUMO level (alpha / beta)**: -1.70 / -1.70 eV

---

#A is preferred energetically. Next in line: 0.442 eV higher.

---

#A
C6H15O3SSi | wB97M-V/def2-TZVPD

XYZ file:
```
26
C6H15O3SSi wB97M-V/def2-TZVPD
C -0.09876 1.97876 1.37301
C 0.12984 2.58149 -0.97776
C -1.10411 -3.67144 -0.08734
C 1.00213 0.31547 -0.29574
C 0.55440 -1.04154 0.19944
C -0.14959 1.36842 -0.06670
O -4.60769 -0.60380 0.38522
O -3.36938 1.26172 -0.72890
O -2.85259 0.52450 1.59623
Si -0.98788 -1.89236 -0.63328
S -3.37069 0.14233 0.26721
H 0.67482 2.65947 1.51895
H -0.32259 1.15724 2.07230
H -0.94580 2.62714 1.68729
H 1.18936 2.63198 -1.30170
H -0.43673 3.38357 -0.52418
H -0.42313 2.59220 -1.89830
H -0.46324 -4.39486 -0.78842
H -0.54766 -3.73484 0.87839
H -2.05792 -4.06095 0.00319
H 1.86441 0.75208 0.25220
H 1.22495 0.35790 -1.30906
H 0.04712 -0.73114 1.06492
H 1.35803 -1.69596 0.32880
H -1.19580 0.97167 -0.19796
H -0.42458 -1.89275 -2.11920
```

Summary:
**Net charge**: -1
**Orbital gap (alpha / beta)**: 7.26 / 6.99 eV
**LUMO level (alpha / beta)**: 3.18 / 2.93 eV

---

#B
C6H15O3SSi | wB97M-V/def2-TZVPD

XYZ file:
```
26
C6H15O3SSi wB97M-V/def2-TZVPD
C 2.20674 2.60254 -0.49583
C -0.91442 -1.76953 1.90184
C 1.10374 -2.29440 -0.07066
C 1.31335 1.41256 -1.04340
C 0.07995 1.28795 -0.27149
C -0.91360 0.18470 -0.68146
O -3.43557 0.96347 -0.77043
O -2.78195 -1.19714 0.11388
O -2.28371 0.88297 1.31929
Si -0.75026 -1.56882 0.02056
S -2.49509 0.24735 0.04158
H 2.85674 2.09759 0.14225
H 2.84122 3.10391 -1.21031
H 1.52742 3.17804 0.07665
H 0.05024 -2.00196 2.34252
H -1.24855 -0.82428 2.30337
H -1.74758 -2.36886 2.22609
H 1.59863 -1.90285 -0.88412
H 1.74974 -2.10420 0.69755
H 0.99772 -3.38504 -0.15452
H 1.00200 1.77581 -2.09438
H 1.86861 0.54812 -1.24695
H 0.18969 1.09101 0.79231
H -0.40927 2.35814 -0.16512
H -1.25275 0.19284 -1.66380
H -1.15304 -2.50992 -1.22541
```

Summary:
**Net charge**: -1
**Orbital gap**: 8.72 eV
**LUMO level**: 3.44 eV

---

#B is preferred energetically. Next in line: 2.197 eV higher.